Record 1
115
Properties=species:S:1:pos:R:3:forces:R:3 method="wB97M-V/def2-TZVPD" de_lowest_kcal_mol=28.3 total_charge=-2 fmax_ev_per_a=1.48
Cs -1.035347 -0.413967 1.492008 -0.5 -0.8 -1.1
C -5.269791 -0.634400 2.849425 0.0 0.2 0.0
N -4.542200 -2.224979 1.066841 -0.1 0.0 0.0
C -5.497872 -1.585412 0.175021 0.2 -0.1 0.1
C -4.350242 -3.659693 0.835969 0.1 0.3 0.2
C -4.082405 -4.037815 -0.600305 -0.1 0.1 -0.1
N -2.897493 -3.370759 -1.067668 0.2 -0.2 -0.2
C -2.300206 -3.860546 -2.138647 -0.1 0.2 0.1
C -1.046804 -3.305341 -2.581354 -0.2 0.0 0.3
F -0.534033 -2.269542 -1.880421 0.0 0.0 0.0
C -0.343312 -3.788095 -3.643348 0.1 0.0 -0.1
F 0.838567 -3.208823 -3.955072 0.2 0.1 0.0
C -0.776534 -4.853279 -4.430195 0.2 0.0 -0.1
C -1.992477 -5.379554 -4.063281 -0.2 -0.1 0.0
F -2.512175 -6.401104 -4.791933 -0.1 -0.1 -0.1
C -2.728101 -4.918961 -2.999939 -0.2 0.0 0.1
F -3.959527 -5.495414 -2.794808 0.1 -0.1 -0.3
H -5.283537 -0.536059 3.936883 0.0 0.0 -0.1
H -6.299526 -0.599462 2.487476 0.1 0.0 0.0
H -4.693508 0.190604 2.418255 -0.1 -0.1 0.0
H -6.528463 -1.980258 0.265800 0.0 0.0 0.0
H -5.161302 -1.741489 -0.851088 0.0 0.0 0.1
H -5.519478 -0.507889 0.340662 0.0 -0.1 0.0
H -5.227925 -4.236184 1.195080 0.0 0.1 0.0
H -3.476971 -3.972534 1.422172 -0.1 0.1 0.0
H -4.981183 -3.790818 -1.194210 0.1 -0.1 0.0
H -4.019768 -5.135750 -0.600314 0.0 0.1 0.0
H -0.202581 -5.228222 -5.268066 -0.1 0.1 0.1
N -0.854381 -2.192865 5.626204 0.0 0.0 -0.1
C 0.519257 -2.195842 5.457473 -0.2 -0.1 0.0
C 1.577724 -2.118332 6.361627 0.0 0.0 -0.1
C 2.846929 -2.206445 5.823342 0.0 0.0 -0.2
C 3.049348 -2.376924 4.437801 -0.1 0.0 0.1
C 1.991258 -2.458685 3.550844 0.0 0.0 -0.2
C 0.703042 -2.356553 4.081362 -0.2 -0.1 -0.2
N -0.538805 -2.425539 3.433022 0.7 -0.5 0.6
C -1.421925 -2.326815 4.375663 -0.1 0.0 0.4
C -2.906804 -2.363612 4.151284 0.1 -0.2 0.3
C -3.702432 -2.967477 5.274349 0.9 0.0 -0.2
S -5.266754 -2.937479 5.580157 -0.7 0.2 0.0
C -4.644446 -1.970073 2.480046 0.2 0.1 -0.2
N -3.275965 -1.967876 3.007585 -0.5 -0.1 0.1
H -1.344597 -2.031392 6.482358 -0.1 0.1 0.2
H 1.421014 -1.994129 7.428004 0.0 0.0 -0.1
H 3.706408 -2.146872 6.483617 -0.1 0.0 -0.1
H 4.061848 -2.448823 4.059415 0.0 0.0 0.0
H 2.136920 -2.616716 2.481452 0.0 0.0 0.2
H -3.089820 -3.528640 5.981464 0.2 0.0 -0.2
H -5.231539 -2.766453 2.953877 -0.1 -0.2 0.2
F -1.871402 7.187572 -5.250086 0.0 0.3 -0.1
C -1.691594 5.902984 -4.907839 0.0 0.1 0.0
C -2.654123 5.218837 -4.211679 -0.1 -0.2 0.1
F -3.790565 5.855752 -3.883351 -0.2 0.1 0.1
C -2.455925 3.898996 -3.854246 0.1 0.0 0.0
F -3.466849 3.332729 -3.184928 -0.2 -0.2 0.1
C -1.298451 3.171621 -4.156895 0.0 0.1 0.0
Se -1.032848 1.372460 -3.636315 0.0 0.2 0.0
C -0.366482 3.914718 -4.894292 -0.2 0.1 0.1
F 0.770478 3.359442 -5.311086 0.4 -0.3 -0.1
C -0.542838 5.237343 -5.251826 0.2 -0.2 0.0
F 0.403159 5.895281 -5.944881 0.2 0.1 -0.1
C -2.653007 3.573785 2.156322 0.1 0.0 0.0
C -2.740502 2.605330 0.992046 0.0 -0.4 -0.1
C -2.334452 3.093268 -0.365776 0.1 0.0 0.1
O -3.107889 1.456298 1.186154 -0.2 0.9 0.0
H -2.199447 4.523311 1.867577 0.0 -0.1 0.0
H -2.063387 3.112804 2.954701 0.0 0.0 -0.1
H -3.661877 3.752978 2.540430 0.1 0.0 0.0
H -2.879584 4.011986 -0.610527 0.1 -0.1 0.0
H -2.492147 2.340029 -1.137370 0.0 0.0 0.1
H -1.260565 3.333775 -0.331840 -0.2 0.0 0.0
Br 3.958481 5.454155 4.687295 0.0 0.0 0.0
C 3.815981 4.086297 3.363320 0.0 -0.1 -0.1
C 4.918253 3.804464 2.571695 -0.1 -0.1 -0.1
C 4.805282 2.787396 1.626458 0.0 0.0 0.0
C 3.610144 2.094283 1.470485 0.1 0.0 -0.1
C 2.512723 2.400724 2.264266 0.1 0.1 0.2
C 2.624372 3.395492 3.235514 0.1 -0.1 0.0
C 1.180876 1.687955 2.116345 -0.5 0.0 -0.3
O 0.663701 1.224431 3.160316 0.3 0.4 -0.3
O 0.685076 1.660249 0.943578 0.7 0.3 0.7
H 5.839381 4.358840 2.693711 0.0 0.0 0.0
H 5.658897 2.538155 1.000705 -0.1 0.0 0.1
H 3.533599 1.307124 0.727379 0.0 0.1 0.0
H 1.781868 3.606532 3.882408 0.0 0.0 0.0
C 2.527421 4.527570 -1.412395 0.0 -0.2 0.0
O 2.547497 3.111865 -1.418274 -0.1 0.6 0.5
C 2.848752 2.484012 -2.568854 0.2 0.2 -0.1
C 3.386217 3.095591 -3.689300 0.1 0.0 -0.2
C 3.626203 2.339226 -4.831314 0.0 0.0 0.0
C 3.305893 0.989899 -4.856660 0.0 0.0 0.0
C 2.773693 0.390251 -3.722371 -0.1 -0.3 -0.1
C 2.587124 1.123410 -2.567397 -0.2 -0.5 0.3
N 2.037822 0.554548 -1.375213 0.2 0.0 -0.5
C 2.296872 -0.631787 -0.856004 0.2 -0.1 0.2
C 3.364431 -1.516224 -1.059289 0.0 0.0 -0.1
C 4.583392 -1.213388 -1.755987 -0.3 0.0 0.2
C 5.608072 -2.098289 -1.816760 0.0 -0.3 0.1
C 5.466751 -3.380985 -1.177734 0.0 0.2 -0.1
C 4.344961 -3.722391 -0.500345 0.1 0.1 0.0
C 3.206744 -2.815231 -0.397913 -0.4 -0.1 0.1
O 2.168191 -3.154651 0.199016 0.4 0.2 0.1
H 1.949178 4.920816 -2.249744 -0.1 0.0 -0.1
H 3.540480 4.937009 -1.445821 0.1 0.0 0.0
H 2.056490 4.818670 -0.477890 0.0 0.0 0.1
H 3.608741 4.154990 -3.683427 -0.1 -0.1 0.0
H 4.025089 2.825900 -5.715997 0.0 -0.1 0.1
H 3.441703 0.405690 -5.762709 0.0 0.1 0.2
H 2.481742 -0.655980 -3.728717 0.0 0.1 0.0
H 1.373776 1.126097 -0.852031 -0.1 0.1 0.0
H 1.578892 -0.957518 -0.096331 0.3 0.1 -0.2
H 4.706045 -0.245107 -2.216613 0.0 0.1 0.0
H 6.523371 -1.845333 -2.344214 -0.1 -0.1 0.1
H 6.286396 -4.093186 -1.244096 0.0 0.1 0.0
H 4.237639 -4.689584 -0.019273 0.0 0.1 0.0

***

Record 2
107
Properties=species:S:1:pos:R:3:forces:R:3 method="wB97M-V/def2-TZVPD" total_charge=-1 fmax_ev_per_a=4.87
C 0.402228 0.273713 -1.320768 -0.2 0.9 -1.1
C 0.185081 0.952880 -2.727424 0.4 -1.0 1.2
O 0.067368 2.351646 -2.483115 -0.7 -0.3 -0.7
C -0.799546 2.987212 -3.407062 -0.9 1.1 -0.2
C -1.931843 3.808575 -2.688586 1.7 -0.3 0.5
O -2.605857 4.519078 -3.725069 -0.8 -0.3 0.7
C -3.982777 4.264390 -3.710959 -0.3 0.3 0.0
S -4.407358 2.589342 -4.406862 0.0 -0.5 -2.2
O -5.830057 2.695623 -4.834941 1.9 0.0 1.2
O -3.438465 2.401286 -5.532405 -1.6 0.3 2.4
N -4.108382 1.547881 -3.117735 -1.8 -0.5 -1.6
S -4.818268 0.042777 -3.327871 3.4 -2.8 -2.2
O -3.786825 -1.004899 -3.021742 -1.9 2.2 0.5
O -5.386498 -0.236934 -4.669291 -0.2 1.3 2.5
C -6.058733 -0.097560 -1.974396 -0.4 1.5 0.6
Br -7.040270 -1.806021 -2.001084 0.6 0.8 -0.2
C -7.003356 1.159129 -2.000547 0.0 -0.2 0.0
C -6.486645 2.324203 -1.093842 0.0 -0.1 -0.5
H 1.395479 0.559011 -0.923568 -0.5 -0.4 -0.1
H -0.375340 0.719466 -0.662409 0.5 -0.6 -0.3
H 0.267551 -0.819198 -1.428448 0.2 0.5 0.3
H 1.045393 0.754320 -3.409648 -0.5 0.1 0.4
H -0.722557 0.496705 -3.174938 0.3 0.6 0.2
H -1.323036 2.293381 -4.100470 0.5 0.2 0.4
H -0.243505 3.734854 -4.025181 -0.2 -0.6 0.3
H -2.585586 3.157345 -2.073921 0.2 0.2 -0.7
H -1.459495 4.536777 -1.980537 -0.3 -0.4 -0.6
H -4.481892 4.996049 -4.379778 0.3 -0.7 0.1
H -4.441963 4.392826 -2.701748 0.3 -0.4 -0.5
H -5.489515 -0.085168 -1.019109 -0.2 -0.3 -0.8
H -8.033687 0.894425 -1.670624 0.8 -0.1 -0.2
H -7.085627 1.493756 -3.056940 0.0 -0.1 0.6
H -7.342311 3.018631 -0.942744 0.7 -0.3 0.1
H -6.095058 1.951330 -0.121605 -0.5 0.2 -0.5
H -5.643990 2.860347 -1.580381 -0.7 -0.4 0.3
C 2.829644 -2.708700 5.150105 0.0 0.1 0.0
C 2.145702 -2.689859 3.937440 0.1 0.1 0.0
C 1.969981 -1.494264 3.255901 0.0 -0.2 0.0
C 2.468079 -0.309672 3.791177 0.0 -0.2 0.2
C 3.132881 -0.324705 5.018296 -0.1 -0.2 -0.1
C 3.321989 -1.529769 5.690670 -0.1 -0.2 0.0
C 3.626489 0.935746 5.624205 0.2 0.0 0.5
O 4.212292 0.923618 6.693216 0.0 0.0 -0.1
C 3.388611 2.212347 4.908902 0.0 0.2 -0.1
C 3.795097 3.411093 5.489679 -0.1 0.2 0.0
C 3.589196 4.610605 4.822578 -0.1 -0.1 0.0
C 2.985143 4.617433 3.568438 0.0 -0.1 0.0
C 2.573617 3.426418 2.987490 0.0 0.2 0.0
C 2.765640 2.222198 3.660134 0.1 0.2 0.1
C 2.290132 0.959439 3.044921 -0.3 0.0 -0.7
O 1.759935 0.964422 1.953021 0.1 0.0 0.2
H 2.973688 -3.644423 5.676421 0.0 0.0 0.0
H 1.751247 -3.609335 3.522832 0.0 0.0 0.0
H 1.442273 -1.483361 2.310411 0.1 0.2 0.0
H 3.848548 -1.547187 6.636283 0.0 0.2 0.0
H 4.268511 3.413136 6.463642 0.0 -0.2 0.0
H 3.902201 5.542212 5.278417 0.0 0.0 0.0
H 2.832248 5.553186 3.045575 0.0 0.0 0.0
H 2.099995 3.435233 2.013815 0.0 -0.2 0.0
C -5.494138 -11.058142 -4.612677 -0.1 0.1 0.1
C -5.340790 -11.336619 -3.257308 -0.1 0.1 0.0
C -5.796308 -10.435362 -2.306267 0.1 -0.2 -0.1
C -6.397262 -9.244982 -2.707200 0.1 -0.2 -0.2
C -6.529434 -8.955433 -4.065376 0.1 -0.2 0.1
C -6.086234 -9.870607 -5.016882 0.1 -0.2 0.0
C -7.123851 -7.669551 -4.509412 -0.1 0.3 -0.6
O -7.242648 -7.421506 -5.693861 0.0 -0.1 0.1
C -7.561154 -6.694259 -3.482358 0.0 0.2 0.2
C -8.068337 -5.459713 -3.879996 -0.1 0.1 0.1
C -8.492785 -4.544766 -2.926975 -0.1 -0.2 0.0
C -8.421121 -4.862822 -1.573272 0.0 -0.2 -0.1
C -7.911645 -6.088830 -1.171560 -0.1 0.2 0.0
C -7.471397 -7.004439 -2.123673 -0.1 0.1 -0.1
C -6.896846 -8.296597 -1.681018 0.0 0.0 0.7
O -6.829829 -8.576037 -0.497952 0.0 0.0 -0.2
H -5.145937 -11.766758 -5.354400 0.0 0.0 0.0
H -4.867052 -12.258782 -2.943139 0.0 0.0 0.0
H -5.680366 -10.656759 -1.253032 -0.1 0.1 0.0
H -6.199208 -9.654252 -6.071437 0.0 0.1 0.1
H -8.128519 -5.209683 -4.931280 0.1 -0.1 0.0
H -8.881815 -3.583936 -3.238143 0.0 -0.1 0.0
H -8.759070 -4.150179 -0.830762 0.0 0.0 0.0
H -7.852795 -6.330122 -0.118092 0.1 -0.1 -0.1
C 11.052506 6.234823 0.083581 -0.1 -0.1 0.1
C 9.807420 6.838235 -0.070569 0.0 -0.1 0.1
C 8.742359 6.449929 0.728969 0.1 0.1 -0.1
C 8.915318 5.447051 1.679156 0.2 0.0 -0.2
C 10.157304 4.825731 1.817335 0.0 0.2 -0.2
C 11.228163 5.230568 1.024317 0.0 0.1 -0.2
C 10.345524 3.722118 2.791545 0.6 -0.3 0.1
O 11.429659 3.183415 2.914825 -0.1 0.1 0.0
C 9.185632 3.283785 3.604696 -0.2 -0.1 0.1
C 9.327889 2.212351 4.483158 -0.1 -0.1 0.1
C 8.251608 1.802831 5.257971 0.0 0.1 -0.1
C 7.030574 2.466424 5.166672 0.1 0.1 -0.1
C 6.883179 3.531171 4.288378 0.1 -0.2 0.1
C 7.956476 3.936291 3.499136 0.1 -0.2 0.2
C 7.774071 5.052271 2.540691 -0.6 0.3 0.0
O 6.707076 5.631213 2.457722 0.2 -0.1 0.0
H 11.885439 6.545276 -0.535405 0.0 0.0 0.0
H 9.668742 7.613533 -0.814058 0.0 0.0 0.0
H 7.776727 6.924455 0.610200 0.0 -0.1 0.1
H 12.196112 4.759646 1.137984 -0.1 -0.1 0.1
H 10.275768 1.695204 4.560149 0.0 0.1 -0.1
H 8.363237 0.965915 5.936527 0.0 0.0 0.0
H 6.194303 2.148600 5.777774 0.1 0.0 0.0
H 5.934128 4.041075 4.215347 0.1 0.1 -0.2

***

Asked for orbital gap across the records above, the calculation gives 0.115; 0.224 Eh in order.